{"formula": "C2H3O2P", "method": "ωB97M-V with the def2-TZVPD basis set", "symbols": ["C", "C", "O", "P", "O", "H", "H", "H"], "coordinates": [[2.54051, -0.11191, 0.42962], [1.50192, 0.12360, -0.08788], [0.01388, 0.64672, -0.71360], [-1.03130, 0.67153, 0.58048], [-1.89051, -0.73321, 0.21688], [3.43049, -0.36766, 1.06980], [-1.81732, 1.47453, -0.24226], [-1.36428, -1.54186, 0.27711]], "lowdin_charge": [0.03, -0.11, -0.42, 0.80, -0.36, 0.07, -0.05, 0.04], "total_charge": 0, "homo_ev": -9.737, "smiles": "C#COPO"}

{"formula": "C6H10", "method": "ωB97M-V with the def2-TZVPD basis set", "symbols": ["C", "C", "C", "C", "C", "C", "H", "H", "H", "H", "H", "H", "H", "H", "H", "H"], "coordinates": [[-1.73420, -0.96245, 1.42661], [-1.05362, -0.62324, 0.48587], [0.06860, 0.01909, -0.24279], [0.88595, -1.04807, -1.03124], [0.77572, 0.62620, 1.31409], [-0.47115, 1.08463, -1.24375], [-2.37749, -1.29201, 2.21201], [1.15973, -1.87660, -0.37376], [1.78761, -0.56915, -1.41230], [0.38093, -1.51042, -1.90693], [-0.11020, 1.16069, 1.67901], [0.84797, -0.34011, 1.82841], [1.63930, 1.22199, 1.75854], [0.38031, 1.65073, -1.62061], [-1.01315, 0.69898, -2.13411], [-1.16632, 1.75973, -0.73905]], "lowdin_charge": [0.12, -0.17, -0.46, -0.07, -0.01, -0.07, 0.03, 0.08, 0.07, 0.09, 0.04, 0.04, 0.07, 0.07, 0.09, 0.08], "total_charge": 0, "homo_ev": -9.780, "smiles": "C#CC(C)(C)C"}

{"formula": "C9H26NNaO5", "method": "ωB97M-V with the def2-TZVPD basis set", "symbols": ["Na", "C", "C", "C", "C", "C", "C", "N", "O", "C", "C", "C", "H", "H", "H", "H", "H", "H", "H", "H", "H", "H", "H", "H", "H", "H", "H", "H", "H", "H", "O", "H", "H", "O", "H", "H", "O", "H", "H", "O", "H", "H"], "coordinates": [[12.86477, -24.06608, 1.78291], [8.27613, -22.95981, 0.54682], [9.73464, -23.42633, 0.15322], [9.87327, -23.23067, -1.37296], [10.09571, -21.83635, -1.78074], [11.26705, -21.22604, -1.15668], [11.19694, -21.36032, 0.44779], [10.77932, -22.74958, 0.92474], [10.71985, -22.87850, 2.33685], [10.32134, -20.18948, 1.04019], [12.68596, -21.16826, 0.84966], [9.75347, -25.00996, 0.37389], [8.16394, -23.04871, 1.62738], [7.57421, -23.52926, -0.06239], [8.07291, -21.93432, 0.23832], [9.06254, -23.67513, -1.95026], [10.71379, -23.86132, -1.66265], [9.22178, -21.23787, -1.52350], [10.15387, -21.78764, -2.86809], [11.25573, -20.14676, -1.30877], [12.13420, -21.75594, -1.55084], [10.33008, -20.13263, 2.12867], [9.30204, -20.21470, 0.65484], [10.77844, -19.23837, 0.76716], [12.81474, -21.11574, 1.93075], [13.04781, -20.23639, 0.41517], [13.33973, -21.86382, 0.32348], [10.75205, -25.35673, 0.63975], [9.50024, -25.62785, -0.48761], [9.07727, -25.17359, 1.21298], [13.69372, -24.76558, -0.52722], [14.54151, -25.08827, -0.22167], [13.48459, -25.31703, -1.28114], [15.00850, -22.95118, 2.34182], [15.47311, -22.76197, 3.15703], [15.46444, -22.43173, 1.67961], [13.31667, -26.30768, 1.95224], [13.91934, -26.86307, 1.45771], [12.90884, -26.89952, 2.58441], [12.80876, -23.77505, 4.35333], [12.48090, -22.89519, 4.16737], [12.27815, -24.07813, 5.09010]], "lowdin_charge": [0.34, -0.04, -0.47, -0.17, -0.25, -0.14, -0.42, -0.22, -0.29, -0.03, -0.07, -0.02, 0.07, 0.07, 0.05, 0.12, 0.11, 0.11, 0.12, 0.12, 0.11, 0.07, 0.06, 0.07, 0.07, 0.08, 0.06, 0.05, 0.07, 0.07, -0.02, 0.04, 0.06, -0.02, 0.06, 0.05, -0.03, 0.05, 0.07, -0.04, 0.03, 0.05], "total_charge": 0, "homo_ev": -5.134}

{"formula": "C21H49N7O11SV2", "method": "ωB97M-V with the def2-TZVPD basis set", "symbols": ["V", "V", "S", "O", "O", "O", "O", "C", "O", "N", "C", "C", "H", "H", "H", "H", "H", "H", "H", "C", "O", "N", "C", "C", "H", "H", "H", "H", "H", "H", "H", "C", "O", "N", "C", "C", "H", "H", "H", "H", "H", "H", "H", "C", "O", "N", "C", "C", "H", "H", "H", "H", "H", "H", "H", "C", "O", "N", "C", "C", "H", "H", "H", "H", "H", "H", "H", "C", "O", "N", "C", "C", "H", "H", "H", "H", "H", "H", "H", "C", "O", "N", "C", "C", "H", "H", "H", "H", "H", "H", "H"], "coordinates": [[2.47571, 2.40165, -0.74109], [0.89266, -2.43153, 1.14200], [0.27063, -0.18576, -0.19930], [-0.83041, 0.02966, -1.09997], [1.17247, 1.00775, -0.13437], [-0.08490, -0.64978, 1.16786], [1.06510, -1.37014, -0.64036], [-1.87203, -2.95895, -0.30026], [-0.89364, -3.29642, 0.39109], [-3.05714, -3.52372, -0.23588], [-4.04711, -3.19987, -1.24970], [-3.30007, -4.67852, 0.61242], [-1.79372, -2.14973, -1.03091], [-3.68998, -2.34459, -1.82040], [-5.00056, -2.95072, -0.77914], [-4.27602, -4.00704, -1.94671], [-4.01288, -5.37613, 0.17663], [-2.37974, -5.20242, 0.84512], [-3.79985, -4.33702, 1.52293], [0.06984, 2.89512, -2.90391], [1.24428, 3.12160, -2.49891], [-0.68637, 3.85738, -3.37334], [-2.02840, 3.55854, -3.88057], [-0.18357, 5.18525, -3.65180], [-0.48807, 1.96945, -2.74208], [-2.61576, 4.46271, -3.73366], [-2.54898, 2.78173, -3.32983], [-1.98983, 3.28942, -4.93723], [-0.70398, 5.94178, -3.05506], [0.84924, 5.32554, -3.35381], [-0.39502, 5.42299, -4.69238], [4.23641, -2.23593, -0.87044], [3.79583, -1.54438, -1.75491], [4.99304, -1.75466, 0.14004], [5.37163, -2.53087, 1.30087], [5.38042, -0.36723, 0.22210], [3.99348, -3.31057, -0.84724], [4.80333, -3.45454, 1.35972], [5.16864, -1.96075, 2.21694], [6.45324, -2.66578, 1.38567], [6.35262, -0.35566, 0.72087], [5.58374, 0.10211, -0.73768], [4.67926, 0.19520, 0.85701], [2.34959, -0.26992, 2.98176], [2.20657, -1.41722, 2.54866], [3.16757, 0.03336, 3.96522], [3.72830, -0.96335, 4.85280], [3.34514, 1.41750, 4.41553], [1.84518, 0.58939, 2.52780], [3.11261, -1.23317, 5.71326], [4.69560, -0.62413, 5.22170], [3.95934, -1.90988, 4.36325], [2.74774, 1.65072, 5.29751], [4.39359, 1.50715, 4.69769], [3.13547, 2.16787, 3.65711], [0.83009, -0.95355, -4.04808], [1.86930, -0.37045, -3.86131], [0.33301, -1.28097, -5.24718], [-0.92470, -1.98036, -5.36471], [0.97990, -0.92251, -6.49574], [0.13618, -1.15972, -3.22058], [-1.66617, -1.34566, -5.86226], [-1.34106, -2.29159, -4.40889], [-0.82656, -2.86479, -5.99697], [0.76149, -1.63365, -7.28360], [0.63067, 0.08147, -6.75731], [2.04966, -0.80351, -6.34124], [0.31389, 3.12832, 4.14661], [1.08764, 3.59593, 4.95394], [-0.44655, 2.02933, 4.36676], [-1.15239, 1.40996, 3.24572], [-0.56110, 1.37062, 5.64441], [0.06766, 3.53288, 3.14504], [-1.92669, 2.09730, 2.88421], [-1.66449, 0.48711, 3.49627], [-0.45206, 1.21320, 2.43948], [-0.11951, 0.36891, 5.63082], [-0.03914, 1.92209, 6.42245], [-1.60660, 1.27161, 5.93571], [-3.83481, 1.61852, -0.70492], [-4.46980, 2.41102, -1.35405], [-4.31861, 0.98910, 0.38880], [-3.59653, -0.15931, 0.91649], [-5.70980, 1.08834, 0.75402], [-2.79664, 1.31873, -0.90546], [-3.69048, -0.09796, 2.00180], [-2.54460, -0.09901, 0.61168], [-3.97661, -1.12275, 0.56946], [-6.09942, 2.01669, 0.33800], [-6.36264, 0.30693, 0.36131], [-5.79274, 1.17422, 1.83672]], "lowdin_charge": [1.37, 1.09, 0.34, -0.29, -0.44, -0.41, -0.37, -0.27, -0.09, -0.15, -0.03, 0.00, 0.13, 0.09, 0.10, 0.10, 0.10, 0.09, 0.11, -0.24, -0.13, -0.15, 0.00, -0.01, 0.14, 0.11, 0.08, 0.11, 0.11, 0.09, 0.11, -0.34, 0.03, -0.18, -0.05, -0.05, 0.15, 0.09, 0.07, 0.10, 0.10, 0.09, 0.08, -0.29, -0.08, -0.14, -0.02, -0.01, 0.13, 0.11, 0.10, 0.09, 0.10, 0.10, 0.09, -0.36, 0.02, -0.19, -0.06, -0.03, 0.11, 0.09, 0.08, 0.09, 0.09, 0.10, 0.09, -0.36, 0.02, -0.19, -0.06, -0.04, 0.14, 0.10, 0.09, 0.04, 0.09, 0.09, 0.10, -0.35, 0.03, -0.18, -0.05, -0.04, 0.11, 0.09, 0.05, 0.07, 0.09, 0.10, 0.09], "total_charge": 2, "homo_ev": [-12.974, -12.974], "spin_multiplicity": 7}

{"formula": "CH5BrN", "method": "ωB97M-V with the def2-TZVPD basis set", "symbols": ["C", "N", "Br", "H", "H", "H", "H", "H"], "coordinates": [[-0.85887, 0.72157, -0.60297], [0.97981, -0.53878, 0.44243], [-2.24626, -0.01641, 0.41590], [-0.44657, 1.73837, -0.39356], [-1.05969, 0.35707, -1.69498], [1.05032, -1.48469, 0.00646], [1.93279, -0.17509, 0.36825], [0.64847, -0.60204, 1.45846]], "lowdin_charge": [-0.31, 0.08, 0.82, 0.06, 0.08, 0.09, 0.07, 0.10], "total_charge": 1, "homo_ev": -16.019}